Record 1
This record from the OMol25 dataset describes a structure of composition C5H6O2. The level of theory is wB97M-V/def2-TZVPD.

Geometry as XYZ:
```
13
C5H6O2 (wB97M-V/def2-TZVPD)
O 2.059 -1.748 1.135
C 1.162 -1.086 0.688
C 0.392 -1.011 -0.579
C -0.433 0.034 -0.013
C -1.226 0.969 -0.796
O 0.101 1.407 -1.081
C 0.285 0.053 1.315
H 0.142 -1.777 -1.311
H 0.672 0.216 -1.207
H -1.787 0.557 -1.640
H -1.787 1.733 -0.254
H 0.756 0.993 1.613
H -0.338 -0.339 2.128
```

The calculation puts the relative energy (zero: lowest compared OMol25 entry of this formula, charge and spin) at 4.599 eV. The spin multiplicity is 1. The frontier orbital gap is 9.6 eV.

Results of the Mulliken charge analysis, in e, for atoms 1 through 2:
1 O -0.58
2 C 0.39

***

Record 2
This record from the OMol25 dataset describes an isolated molecule of C5H6O2. The level of theory is wB97M-V/def2-TZVPD.

Geometry as XYZ:
```
13
C5H6O2 (wB97M-V/def2-TZVPD)
C -1.308 1.443 0.902
C -0.796 0.185 0.302
O -0.652 0.132 -0.965
C -0.252 -0.907 -1.720
O 0.452 -1.883 -0.973
C 1.498 -1.428 -0.313
C 2.407 -0.993 0.345
H -1.192 2.274 0.202
H -0.746 1.669 1.814
H -2.367 1.369 1.182
H -0.567 -0.698 0.891
H 0.293 -0.533 -2.583
H 3.232 -0.632 0.916
```

The calculation puts the relative energy (zero: lowest compared OMol25 entry of this formula, charge and spin) at 6.163 eV. The spin multiplicity is 1. The frontier orbital gap (alpha / beta) is 7.7 / 8.9 eV.

Results of the Mulliken charge analysis, in e, for atoms 1 through 2:
1 C -1.05
2 C 0.04

***

Record 3
This record from the OMol25 dataset describes a structure of composition C5H6O2. The level of theory is wB97M-V/def2-TZVPD.

Geometry as XYZ:
```
13
C5H6O2 (wB97M-V/def2-TZVPD)
C 0.590 0.616 1.197
O 0.586 -0.808 1.174
C 0.227 -1.173 -0.124
C -1.077 -0.642 -0.640
O -1.476 0.536 0.048
C -0.117 1.032 -0.088
C 0.236 -0.062 -1.116
H 1.627 0.969 1.253
H 0.021 0.955 2.067
H 0.511 -2.178 -0.417
H -1.821 -1.371 -0.926
H -0.055 2.089 -0.359
H 0.747 0.036 -2.069
```

The calculation puts the relative energy (zero: lowest compared OMol25 entry of this formula, charge and spin) at 2.967 eV. The spin multiplicity is 1. The frontier orbital gap is 9.7 eV.

Results of the Mulliken charge analysis, in e, for atoms 1 through 2:
1 C -0.56
2 O -0.43

***

Record 4
This record from the OMol25 dataset describes an isolated molecule of C5H6O2. The level of theory is wB97M-V/def2-TZVPD.

Geometry as XYZ:
```
13
C5H6O2 (wB97M-V/def2-TZVPD)
O 2.768 1.169 -0.636
C 2.120 1.212 0.377
C 1.563 -0.030 1.068
C 0.232 -0.320 0.526
C -0.855 -0.535 0.049
C -2.151 -0.790 -0.604
O -2.469 0.172 -1.587
H 1.871 2.177 0.858
H 2.251 -0.862 0.883
H 1.498 0.142 2.149
H -2.149 -1.811 -1.017
H -2.956 -0.746 0.134
H -1.724 0.223 -2.200
```

The calculation puts the relative energy (zero: lowest compared OMol25 entry of this formula, charge and spin) at 2.440 eV. The spin multiplicity is 1. The frontier orbital gap is 10.7 eV.

Results of the Mulliken charge analysis, in e, for atoms 1 through 2:
1 O -0.44
2 C 0.00

***

Record 5
This record from the OMol25 dataset describes an isolated molecule of C5H6O2 in a non-equilibrium geometry. The level of theory is wB97M-V/def2-TZVPD.

Geometry as XYZ:
```
13
C5H6O2 (wB97M-V/def2-TZVPD)
C -2.279 0.011 0.146
C -1.181 0.331 -0.228
C 0.259 0.660 -0.395
C 0.592 -0.284 -1.539
O -0.184 -1.189 -1.727
C 0.863 0.290 0.996
O 1.086 -1.085 1.142
H -3.281 -0.223 0.424
H 0.535 1.709 -0.618
H 1.436 -0.149 -2.231
H 0.120 0.660 1.716
H 1.810 0.794 1.197
H 0.224 -1.526 1.118
```

The calculation puts the relative energy (zero: lowest compared OMol25 entry of this formula, charge and spin) at 3.110 eV. The spin multiplicity is 1. The frontier orbital gap is 10.6 eV.

Results of the Mulliken charge analysis, in e, for atoms 1 through 2:
1 C 0.31
2 C -1.01

***

Record 6
This record from the OMol25 dataset describes an isolated molecule of C5H6O2. The level of theory is wB97M-V/def2-TZVPD.

Geometry as XYZ:
```
13
C5H6O2 (wB97M-V/def2-TZVPD)
C -1.407 0.222 -2.299
C -0.719 -0.064 -1.352
C 0.108 -0.392 -0.192
C -0.730 -0.870 0.984
O -0.230 -1.210 2.034
C 0.961 0.812 0.298
O 1.875 0.417 1.280
H -2.009 0.470 -3.145
H 0.819 -1.190 -0.447
H -1.829 -0.844 0.863
H 0.282 1.607 0.649
H 1.529 1.209 -0.548
H 1.395 -0.149 1.908
```

The calculation puts the relative energy (zero: lowest compared OMol25 entry of this formula, charge and spin) at 2.410 eV. The spin multiplicity is 1. The frontier orbital gap is 10.6 eV.

Results of the Mulliken charge analysis, in e, for atoms 1 through 2:
1 C 0.27
2 C -1.00